No. 1
Formula: C8H6F12N4O8S4Zn
Source: the OMol25 dataset
Level of theory: ωB97M-V with the def2-TZVPD basis set

```
43
Properties=species:S:1:pos:R:3:forces:R:3
Zn 0.8873 0.6170 0.4019 -1.26 0.64 -0.11
C 1.8257 -3.6225 0.0616 -1.09 -1.89 -1.33
F 3.0870 -3.6483 -0.4263 -1.40 0.49 1.20
F 1.0053 -3.1901 -0.9291 1.25 -0.21 0.79
F 1.4578 -4.9025 0.3753 0.79 2.15 -0.16
S 1.5380 -2.5024 1.6307 3.56 0.16 2.76
O 0.9969 -3.3291 2.7087 0.14 1.77 -2.72
O 2.8246 -1.8610 1.9906 -2.55 -0.52 -1.75
N 0.5088 -1.1903 0.9017 3.54 -1.95 1.43
S -0.9025 -1.8428 0.8106 -7.13 -2.74 -0.36
O -1.6841 -1.1432 -0.1858 1.13 0.22 0.80
O -1.0298 -3.3203 0.7079 1.49 3.19 0.80
C -1.7522 -1.4482 2.5905 0.39 -0.41 -0.65
F -1.3643 -2.3861 3.4624 -0.37 1.01 -0.52
F -1.3625 -0.2102 3.0630 -0.97 -1.84 -0.87
F -3.0862 -1.5805 2.3964 1.67 0.85 0.35
C -2.1402 1.8610 -1.9839 0.65 1.02 -0.75
F -3.4510 2.0620 -2.0526 1.37 -0.24 -0.16
F -1.8424 0.5537 -2.1966 -0.23 1.98 0.39
F -1.4657 2.6435 -2.9159 -1.35 -1.74 1.65
S -1.7030 2.4524 -0.1290 -4.72 0.67 2.66
O -2.3298 3.7607 0.2102 2.76 -2.57 -1.83
O -2.3456 1.4260 0.6915 2.31 0.20 -1.30
N 0.0508 2.3611 -0.0005 -2.31 -0.79 -0.04
S 0.6271 3.6894 -0.6835 4.96 2.45 -1.02
O 1.8775 3.3753 -1.3492 -0.84 -0.71 0.76
O -0.2872 4.4970 -1.4110 -0.44 -0.46 0.79
C 1.3132 4.7390 0.7980 -1.45 1.50 0.76
F 0.3038 4.8311 1.7545 1.63 -0.03 -1.49
F 2.4104 4.2684 1.4145 -1.03 0.00 -0.92
F 1.5951 5.9977 0.3128 -0.53 -2.17 0.77
C 5.3609 -1.5031 -0.5818 0.47 1.19 0.67
C 6.6083 -0.7994 -0.8785 3.23 0.94 -1.66
N 7.6413 -0.3361 -1.2010 -3.04 -1.16 1.12
H 4.5558 -1.0336 -1.1470 0.02 -0.52 -0.37
H 5.1636 -1.2125 0.4501 -0.25 -0.65 0.26
H 5.5090 -2.5754 -0.7096 -0.38 0.20 -0.02
C -4.8358 -1.3696 -1.4272 -0.48 0.64 0.74
C -5.4614 -0.0696 -1.1549 1.78 -2.02 -1.02
N -5.9778 0.9209 -1.0036 -1.31 2.35 0.54
H -4.0460 -1.3758 -2.1784 -0.36 0.30 -0.13
H -5.7134 -1.9536 -1.7044 0.54 -0.74 0.01
H -4.3675 -1.6497 -0.4836 -0.20 -0.58 -0.09
```
Positions in Å, forces in eV/Å.

Properties
- 2S+1 = 1
- energy relative to the best compared isomer or geometry (same formula, charge and spin) (eV) = 5.4704
- charge = 0

***

No. 2
Formula: C8H6F3N2O
Source: the OMol25 dataset
Level of theory: ωB97M-V with the def2-TZVPD basis set

```
20
Properties=species:S:1:pos:R:3:forces:R:3
C -1.5947 -1.5724 -0.0356 0.16 0.13 -0.01
C -0.2723 -1.2679 -0.3247 0.13 0.14 -0.01
C -2.4659 -0.6060 0.4291 0.06 0.28 0.06
C -0.7008 1.0342 0.3478 -0.18 -0.15 0.11
C 0.1525 0.0371 -0.1036 -1.19 0.07 0.06
C -2.0298 0.7106 0.6272 0.46 -0.77 -0.29
C 2.0109 1.1942 -1.7456 -1.14 -1.57 3.34
C 2.5790 -0.3778 0.3329 0.78 -0.37 0.52
N 1.8334 1.7955 -0.6923 0.39 1.31 -0.38
N 1.5157 0.3917 -0.3221 0.96 0.08 -2.74
O -2.8117 1.6897 1.0760 -0.41 0.42 0.24
F 2.2437 -0.6066 1.5802 -0.19 0.12 0.03
F 3.7127 0.2882 0.2843 0.00 0.29 -0.13
F 2.7403 -1.5314 -0.2953 -0.15 -0.03 -0.16
H -1.9360 -2.5836 -0.1873 -0.10 -0.08 -0.01
H 0.3873 -2.0330 -0.6984 0.12 -0.03 -0.03
H -3.4942 -0.8633 0.6363 -0.11 -0.02 0.03
H -0.3725 2.0481 0.5047 0.10 0.15 0.04
H 2.1922 0.8793 -2.7478 0.14 0.03 -0.58
H -3.6896 1.3735 1.3343 0.18 0.00 -0.11
```
Positions in Å, forces in eV/Å.

Properties
- 2S+1 = 1
- structure (SMILES) = Oc1cccc([N@@+]2(C(F)(F)F)C=N2)c1
- energy relative to the best compared isomer or geometry (same formula, charge and spin) (eV) = 0.0000
- charge = +1

***

No. 3
Formula: C8H6F3NS
Source: the OMol25 dataset
Level of theory: ωB97M-V with the def2-TZVPD basis set

```
19
Properties=species:S:1:pos:R:3:forces:R:3
C 0.8507 2.2085 -1.2763 1.39 -1.17 0.10
C 1.7988 2.5440 -2.2203 -1.72 0.20 -0.55
C 1.4268 -1.9361 -0.5282 0.48 0.54 -0.26
C 1.0579 0.7943 -0.8907 -1.46 3.09 0.29
C 2.1040 0.2969 -1.5405 1.29 -2.80 0.32
C 0.5222 -1.2397 0.1197 -1.65 -1.05 2.10
C -0.4059 -1.8100 1.2439 1.47 -0.99 -1.94
C 1.8744 -3.2655 -0.8253 -0.43 -1.58 1.59
N 0.3124 0.1043 0.0288 -0.04 -0.30 -0.73
F 3.1866 -3.4707 -0.6274 0.22 0.46 -0.47
F 1.3168 -4.2678 -0.0016 -0.20 0.76 -0.12
F 1.5407 -3.6453 -2.0463 0.16 0.01 -0.98
S 2.8024 1.1924 -2.7037 -0.02 1.39 -0.29
H 0.0804 2.7991 -0.7883 0.21 0.27 -0.49
H 1.7720 3.3992 -2.8812 0.28 0.37 0.47
H 0.1857 -2.6485 1.6381 -0.59 0.40 0.60
H -0.5858 -0.9776 1.9173 -0.35 -0.49 0.44
H -1.2756 -2.2574 0.7267 0.08 0.50 0.64
H -0.5422 0.4211 0.5007 0.88 0.38 -0.70
```
Positions in Å, forces in eV/Å.

Properties
- 2S+1 = 3
- expectation value of S² = 2.022
- charge = 0

***

No. 4
Formula: C8H6N2
Source: the OMol25 dataset
Level of theory: ωB97M-V with the def2-TZVPD basis set

```
16
Properties=species:S:1:pos:R:3:forces:R:3
C 2.2116 0.6974 0.1371 0.54 -0.82 -1.22
C 2.2097 -0.7263 -0.0638 -1.57 0.57 1.43
C 1.0301 -1.3968 0.0255 0.16 -1.44 -1.89
C -0.1885 -0.6892 0.0189 -2.41 0.50 0.25
C -2.4680 -0.6629 0.0418 2.52 -2.84 -0.40
C -2.4173 0.6542 -0.0426 -0.59 4.96 0.84
C -0.2112 0.7927 -0.0664 2.41 -3.42 0.94
C 1.0779 1.4197 -0.0304 -1.26 2.79 0.56
H 3.2131 1.0692 0.2566 -0.02 0.90 -0.02
H 3.1149 -1.2689 -0.1123 0.90 -0.32 -0.12
H 0.9523 -2.4907 -0.2367 0.17 1.18 0.85
H -3.3666 -1.1697 -0.0259 -1.79 -0.93 0.14
H -3.3899 1.1507 -0.0302 0.33 0.29 -0.09
H 0.9315 2.5807 -0.0357 1.00 -2.21 0.17
N -1.3722 -1.4122 0.1107 1.85 1.16 -0.26
N -1.3274 1.4519 0.0535 -2.25 -0.36 -1.16
```
Positions in Å, forces in eV/Å.

Properties
- 2S+1 = 1
- structure (SMILES) = c1ccc2nccnc2c1
- energy relative to the best compared isomer or geometry (same formula, charge and spin) (eV) = 0.4735
- charge = 0

***

No. 5
Formula: C8H6N2O
Source: the OMol25 dataset
Level of theory: ωB97M-V with the def2-TZVPD basis set

```
17
Properties=species:S:1:pos:R:3:forces:R:3
C 1.8187 0.3376 -0.5992 -0.94 0.98 -1.05
C 0.2885 1.7361 -2.1080 -0.45 0.26 -0.03
C 0.5244 -0.0701 0.0846 1.46 0.32 0.60
C -0.4470 0.8121 0.5323 0.01 0.29 0.40
C -1.5779 0.2916 1.1971 -0.39 1.64 0.06
C -1.6846 -1.0623 1.5226 0.75 0.20 -1.00
C -0.6364 -1.8976 1.1181 -0.55 -1.37 -0.05
C 0.4077 -1.4015 0.3551 0.80 -2.22 0.00
H 2.1320 1.3622 -2.4514 0.28 -0.23 0.94
H -0.2485 1.8982 0.4230 -0.65 -0.81 0.07
H -2.3597 1.0630 1.4491 0.74 -1.23 -0.07
H -2.5738 -1.5121 1.9371 -0.02 0.28 0.36
H -0.6769 -3.0068 1.3251 -0.01 1.43 -0.22
H 1.1774 -2.1059 -0.0590 -0.75 0.76 0.66
N 1.4565 1.2051 -1.6943 1.16 0.16 -1.06
N -0.5779 2.3188 -2.6093 0.37 -0.55 0.49
O 2.9777 0.0317 -0.4228 -1.80 0.11 -0.08
```
Positions in Å, forces in eV/Å.

Properties
- 2S+1 = 1
- structure (SMILES) = N#CNC(=O)c1ccccc1
- energy relative to the best compared isomer or geometry (same formula, charge and spin) (eV) = 1.2423
- charge = 0

***

No. 6
Formula: C8H6N2O
Source: the OMol25 dataset
Level of theory: ωB97M-V with the def2-TZVPD basis set

```
17
Properties=species:S:1:pos:R:3:forces:R:3
C -0.3973 1.9534 -0.3728 -9.84 -2.06 5.51
C 1.8908 0.5558 -0.2913 5.62 4.98 0.27
C 0.7414 -0.1617 -0.0248 1.80 -4.70 -1.24
C 0.7940 -1.5992 0.1239 -0.88 -0.58 1.21
C -0.3426 -2.2758 0.5792 -0.67 -2.21 0.37
C -1.6931 -1.7499 0.4251 1.16 4.43 0.83
C -1.6918 -0.3449 -0.0929 1.85 -2.11 1.34
C -0.4243 0.4285 -0.2281 -6.56 1.35 0.15
H 0.5167 3.3491 -0.6419 1.17 2.58 -0.53
H 3.0680 0.2097 -0.0239 -3.75 0.69 -0.97
H 1.6790 -2.2622 -0.0077 -0.30 1.29 0.40
H -0.1469 -3.3706 1.0537 -0.74 2.65 -1.44
H -2.6462 -1.9901 1.0590 1.94 -0.35 -1.83
H -2.6505 0.1133 -0.2668 0.03 0.40 0.09
N 0.6591 2.3948 -0.8109 5.28 2.37 -2.22
N 1.8651 1.8885 -0.6159 2.05 -4.71 0.32
O -1.2214 2.8611 0.1361 1.84 -4.02 -2.26
```
Positions in Å, forces in eV/Å.

Properties
- 2S+1 = 1
- structure (SMILES) = O=c1[nH]ncc2ccccc12
- energy relative to the best compared isomer or geometry (same formula, charge and spin) (eV) = 4.6019
- charge = 0

***

No. 7
Formula: C8H6N2O3V
Source: the OMol25 dataset
Level of theory: ωB97M-V with the def2-TZVPD basis set

```
20
Properties=species:S:1:pos:R:3:forces:R:3
O 0.0021 5.0101 -2.3390 0.00 -4.16 0.06
C 0.0022 3.8542 -2.3035 0.00 4.11 -0.01
V -0.0030 -0.3665 0.3786 0.46 8.05 4.28
C 1.3830 -1.1132 -0.4665 7.95 -5.47 -6.12
C -1.3647 -1.1019 -0.4496 -10.76 -7.17 -8.36
O 2.1802 -1.6020 -1.1577 -3.22 2.18 3.09
O -2.1949 -1.6105 -1.1685 5.60 3.62 5.12
N -0.0006 -2.5766 2.5443 0.01 0.22 1.97
C -0.0008 -1.3742 3.1642 -0.01 -0.69 -1.25
C -0.0004 -1.1180 4.5405 0.00 -0.88 1.16
C 0.0004 0.1773 5.0205 -0.01 -0.37 0.08
C 0.0001 1.2192 4.0837 0.00 1.27 -1.41
C -0.0002 0.9293 2.7165 0.00 0.61 1.35
N -0.0007 -0.3637 2.2376 -0.01 -0.09 2.79
H -0.0012 -2.6434 1.5673 -0.01 -0.13 -1.16
H -0.0012 -3.4502 3.0192 0.00 -0.47 0.59
H -0.0001 -1.9652 5.2584 0.00 0.59 -0.74
H 0.0007 0.4225 6.1117 0.00 -0.46 -1.12
H 0.0008 2.2681 4.4486 0.00 -0.83 -0.61
H -0.0001 1.7142 1.9516 0.00 0.08 0.31
```
Positions in Å, forces in eV/Å.

Properties
- 2S+1 = 4
- expectation value of S² = 3.779
- charge = +2

***

No. 8
Formula: C8H6N2S
Source: the OMol25 dataset
Level of theory: ωB97M-V with the def2-TZVPD basis set

```
17
Properties=species:S:1:pos:R:3:forces:R:3
C 1.3630 2.2009 -0.6041 0.53 -1.50 2.13
C 0.2174 1.4192 -0.7040 0.50 -0.29 -0.66
C -0.0614 0.0713 -0.1317 -1.23 1.34 2.28
C -0.8077 -0.0109 1.0254 -2.30 3.00 2.22
C -1.0995 -1.2423 1.6058 -1.55 1.63 0.94
C -0.6834 -2.3737 1.0320 3.03 -5.67 -0.58
C 0.2409 -2.3356 -0.0965 -2.91 2.45 1.79
C 0.4318 -1.0988 -0.6721 -0.91 0.24 1.82
H 2.2992 1.9623 0.0676 -2.14 0.60 -1.56
H -1.3928 0.9827 1.6295 2.21 -2.88 -2.22
H -1.7859 -1.2040 2.4532 0.36 -0.39 -0.09
H -0.7962 -3.5525 1.5319 -0.11 3.87 -1.41
H 0.5363 -3.2043 -0.5458 0.95 -2.07 -0.95
H 0.8448 -0.6892 -1.4944 2.45 -0.95 -3.55
N 1.2644 3.3471 -1.2624 0.76 1.52 -1.68
N 0.2389 3.5097 -2.0404 0.20 -0.75 1.58
S -0.8096 2.2183 -1.7942 0.16 -0.17 -0.04
```
Positions in Å, forces in eV/Å.

Properties
- 2S+1 = 1
- structure (SMILES) = c1ccc(-c2cnns2)cc1
- energy relative to the best compared isomer or geometry (same formula, charge and spin) (eV) = 3.1580
- charge = 0

***

no.,E_tot (eV),maximum force (eV/Å)
1,-155094.916,7.65
2,-21562.652,3.86
3,-28865.060,3.43
4,-11372.328,5.06
5,-13420.064,2.36
6,-13416.704,11.47
7,-43182.079,15.40
8,-22205.450,6.46